No. 1
{
  "formula": "C2H4IN3",
  "method": "ωB97M-V/def2-TZVPD",
  "species": ["H", "N", "N", "I", "C", "C", "N", "H", "H", "H"],
  "xyz": [[-1.58308, 0.33154, 1.44664], [-2.41677, 0.86555, 0.96844], [-2.69286, 0.76851, -0.15020], [-1.88427, -0.76361, -1.33122], [1.65949, -0.16731, -0.51406], [1.05028, -0.34207, 0.75256], [0.47778, -0.56850, 1.71531], [0.83477, 0.30182, -1.20686], [2.45384, 0.64634, -0.61996], [2.10083, -1.07227, -1.06066]],
  "smiles": "[H]/N=N\\I.CC#N",
  "de_lowest_ev": 0.382,
  "homo_energy_ev": -8.9,
  "gap_ha": 0.3203,
  "total_energy_ha": -540.47590
}

No. 2
{
  "formula": "C5H6N2OS",
  "method": "ωB97M-V/def2-TZVPD",
  "species": ["C", "C", "C", "C", "C", "N", "N", "O", "S", "H", "H", "H", "H", "H", "H"],
  "xyz": [[-0.89167, -2.13590, -0.14388], [-1.38733, 0.39773, -1.00102], [-1.97257, 0.86898, 0.36495], [-0.67740, -0.87735, -0.80267], [0.81229, 0.10346, 0.45880], [-0.97852, -3.18328, 0.29189], [1.61050, 0.62616, -0.49306], [-1.53950, 0.95026, -2.05682], [-0.44552, 1.04482, 1.41428], [-2.73909, 1.68404, 0.33736], [-2.63236, -0.02247, 0.74298], [-0.21151, -1.20163, -1.80770], [1.22464, -0.68019, 1.08093], [1.39597, 1.28106, -1.18308], [2.45853, 0.16111, -0.75816]],
  "de_lowest_ev": 3.057,
  "homo_energy_ev": -8.6,
  "gap_ha": 0.2988,
  "total_energy_ha": -776.95570
}

No. 3
{
  "formula": "C2H5N3OS",
  "method": "ωB97M-V/def2-TZVPD",
  "species": ["C", "N", "O", "C", "S", "N", "N", "H", "H", "H", "H", "H"],
  "xyz": [[-2.20304, 0.56415, 1.54867], [-1.12616, -0.07653, 1.01786], [-1.11895, 0.32195, -0.33100], [0.17302, 0.20767, -0.80850], [0.35176, 0.55794, -2.35231], [1.17043, -0.22241, -0.06043], [2.24835, -0.70137, -0.67017], [-2.40046, 0.07963, 2.53452], [-2.74777, 1.21263, 0.84794], [0.93407, -1.02395, 0.70248], [2.75637, 0.19988, -0.76607], [1.96238, -1.11960, -1.66299]],
  "smiles": "C=NOC(=S)NN",
  "de_lowest_ev": 5.246,
  "homo_energy_ev": -8.7,
  "gap_ha": 0.3260,
  "total_energy_ha": -716.74794
}

No. 4
{
  "formula": "C26H38N4O5",
  "method": "ωB97M-V/def2-TZVPD",
  "species": ["O", "C", "C", "C", "C", "C", "C", "C", "C", "O", "C", "C", "C", "C", "C", "C", "H", "H", "H", "H", "H", "H", "H", "H", "C", "C", "N", "C", "C", "C", "C", "H", "H", "H", "H", "H", "H", "H", "H", "H", "H", "H", "H", "H", "H", "H", "C", "C", "N", "O", "H", "H", "H", "H", "H", "C", "C", "N", "O", "H", "H", "H", "H", "H", "C", "C", "N", "O", "H", "H", "H", "H", "H"],
  "xyz": [[6.30507, -0.34517, -2.51066], [5.44489, 0.16583, -3.24060], [3.99238, -0.03634, -2.83953], [3.55109, -0.96942, -1.90355], [2.24037, -0.97773, -1.43888], [1.20959, -0.34656, -2.08292], [1.63294, 0.57310, -3.04544], [2.96816, 0.77438, -3.37705], [3.33098, 1.82018, -4.44264], [2.70045, 2.87747, -4.49050], [4.63027, 1.64471, -5.18052], [4.86820, 2.49797, -6.28232], [6.05400, 2.22762, -7.00786], [7.08705, 1.51664, -6.43325], [6.91994, 0.80557, -5.30088], [5.70002, 0.84684, -4.63800], [4.17223, -1.67568, -1.37272], [1.85403, -1.84454, -0.92332], [0.19265, -0.58369, -1.80726], [0.84625, 0.76627, -3.75973], [4.09778, 3.17666, -6.61734], [6.11323, 2.70215, -7.97621], [8.01574, 1.37305, -6.96552], [7.75616, 0.19521, -4.99333], [-5.58120, 2.93758, 1.82285], [-4.44628, 2.18462, 2.36737], [-3.12773, 2.34179, 1.72014], [-2.84111, 2.13386, 0.34912], [-3.19607, 0.76575, -0.20635], [-2.22395, 3.37990, 2.20446], [-2.50728, 4.80933, 1.57163], [-6.38621, 2.64814, 2.49832], [-5.80126, 2.71365, 0.77905], [-5.40460, 4.01208, 1.87149], [-4.32800, 2.20888, 3.45066], [-4.67035, 1.11912, 2.31628], [-3.51873, 2.84362, -0.12541], [-1.76915, 2.21761, 0.17025], [-3.19237, 0.03694, 0.60415], [-4.18243, 0.76055, -0.67022], [-2.66391, 0.43966, -1.09998], [-1.18023, 3.07791, 2.11759], [-2.38295, 3.29266, 3.27927], [-1.91988, 5.66848, 1.89558], [-3.57228, 5.00422, 1.44566], [-2.03683, 4.59263, 0.61255], [-0.34285, 0.04817, 1.55956], [-0.46905, -1.42609, 1.22929], [-0.20034, -2.19074, 2.22693], [-0.60375, -1.88928, 0.05264], [0.32498, 0.25120, 2.39674], [-1.26625, 0.41371, 2.00880], [0.04578, 0.57644, 0.68893], [0.09185, -1.72179, 3.07239], [-0.12955, -3.16368, 1.96528], [0.86722, -3.24687, 6.02860], [0.29574, -1.85332, 6.28160], [-0.57140, -1.75551, 7.28070], [0.50331, -0.82187, 5.64000], [1.68257, -3.53821, 6.69074], [1.10459, -3.27511, 4.96514], [0.09259, -3.95324, 6.32706], [-0.61214, -2.52711, 7.93116], [-1.02249, -0.88507, 7.52345], [-2.81312, -5.94766, -1.21542], [-2.88459, -5.07800, 0.11367], [-2.47637, -3.80779, 0.06748], [-3.48562, -5.53399, 1.10992], [-3.63571, -5.66160, -1.87087], [-2.80044, -7.01313, -0.98588], [-1.84115, -5.69414, -1.63862], [-2.81693, -3.20100, 0.79955], [-1.78749, -3.47787, -0.59334]],
  "smiles": "O=C1c2ccccc2C(=O)c2ccccc21.CCN(CC)CC.CC(N)=O.CC(N)=O.CC(N)=O",
  "de_lowest_ev": 3.484,
  "homo_energy_ev": -7.8,
  "gap_ha": 0.2607,
  "total_energy_ha": -1608.69040
}

No. 5
{
  "formula": "C3H6N2",
  "method": "ωB97M-V/def2-TZVPD",
  "species": ["C", "N", "N", "C", "C", "H", "H", "H", "H", "H", "H"],
  "xyz": [[1.96144, 0.00852, -0.08928], [0.99861, -0.80710, -0.01312], [-0.15037, -0.32135, -0.61957], [-1.35600, -0.70774, 0.00781], [-0.87955, 0.74193, 0.06349], [1.89978, 1.02106, -0.61550], [2.89671, -0.17100, 0.47753], [-1.31788, -1.36987, 0.88066], [-2.15949, -0.98160, -0.65159], [-1.29176, 1.58574, -0.55712], [-0.60149, 1.00140, 1.11668]],
  "smiles": "C=NN1CC1",
  "de_lowest_ev": 3.080,
  "homo_energy_ev": -9.0,
  "gap_ha": 0.3759,
  "total_energy_ha": -227.31164
}

No. 6
{
  "formula": "C4H9N3S",
  "method": "ωB97M-V/def2-TZVPD",
  "species": ["C", "C", "C", "N", "N", "C", "N", "S", "H", "H", "H", "H", "H", "H", "H", "H", "H"],
  "xyz": [[-2.66616, 1.46663, -0.61558], [-2.41693, 0.53737, 0.60449], [-2.24638, -0.87446, 0.11348], [-1.06695, -1.40421, -0.06349], [-0.00495, -0.58748, 0.21086], [1.01067, -1.22265, -0.28257], [2.26624, -0.72177, -0.08816], [2.46709, 1.07772, 0.04596], [-3.79888, 1.26416, -0.90302], [-1.85356, 1.10233, -1.60952], [-2.46624, 2.59002, -0.27793], [-3.15972, 0.72842, 1.41110], [-1.29983, 0.50784, 1.03310], [-3.17985, -1.53039, 0.13799], [0.80623, -2.20727, -0.63767], [3.08729, -1.15924, -0.50386], [1.94357, 1.01342, 1.28102]],
  "smiles": "CC/C=N\\N=C\\NS",
  "de_lowest_ev": 4.062,
  "homo_energy_ev": -8.5,
  "gap_ha": 0.3263,
  "total_energy_ha": -720.12406
}